Run A
{"formula": "C4H11NO2", "method": "ωB97M-V/def2-TZVPD", "symbols": ["C", "C", "N", "C", "H", "H", "H", "H", "H", "H", "H", "H", "H", "H", "O", "C", "O", "H"], "xyz": [[0.71324, -2.05639, 0.66256], [1.12316, -0.59975, 0.49285], [0.34164, 0.07252, -0.57383], [0.77841, 1.43996, -0.90192], [0.97101, -2.64503, -0.19388], [1.26945, -2.51071, 1.52799], [-0.36614, -2.17411, 0.85268], [0.93930, -0.04340, 1.41462], [2.23197, -0.54357, 0.26920], [-0.91296, 0.06098, -0.21948], [0.41052, -0.51137, -1.42581], [0.60744, 2.06040, 0.00346], [0.13652, 1.84014, -1.71775], [1.86197, 1.45730, -1.16217], [-2.12893, -0.17095, 0.02867], [-2.54895, 1.06582, 0.24673], [-1.80772, 2.06417, 0.21088], [-3.61992, 1.19397, 0.48520]], "lowdin_charge": [-0.067, -0.212, -0.055, -0.049, 0.072, 0.112, 0.084, 0.134, 0.158, 0.113, 0.180, 0.102, 0.115, 0.118, 0.051, -0.241, 0.181, 0.204], "spin_multiplicity": 2, "orbital_gap_ev": [12.7, 5.6], "total_charge": 1, "lumo_energy_ev": [-3.53, -9.65], "e_homo_ev": [-16.2, -15.3]}



Run B
{"formula": "C4H11NO2", "method": "ωB97M-V/def2-TZVPD", "symbols": ["C", "N", "O", "H", "H", "H", "C", "O", "C", "C", "H", "H", "H", "H", "H", "H", "H", "H"], "xyz": [[-0.32399, 0.56944, -2.20321], [-0.49394, 0.32600, -3.60268], [0.66976, 0.99920, -1.70285], [-1.20612, 0.19945, -1.63473], [-0.69754, -0.67789, -3.64044], [-1.36168, 0.75736, -3.92153], [0.75379, -0.57504, 1.46688], [1.86058, -0.32217, 2.26283], [-0.49238, -0.23051, 2.25125], [-1.76577, -0.53879, 1.45635], [0.81298, 0.09687, 0.56566], [0.73164, -1.63261, 1.14321], [2.69770, -0.48800, 1.77818], [-0.52767, -0.77245, 3.20173], [-0.47317, 0.82622, 2.53179], [-1.80816, -1.58259, 1.13974], [-2.69843, -0.33679, 1.97512], [-1.73119, 0.12082, 0.58185]], "lowdin_charge": [-0.330, 0.074, 0.121, 0.125, 0.099, 0.099, -0.168, 0.210, -0.206, -0.076, 0.179, 0.192, 0.177, 0.135, 0.135, 0.086, 0.089, 0.059], "spin_multiplicity": 2, "orbital_gap_ev": [10.8, 3.7], "total_charge": 1, "lumo_energy_ev": [-3.39, -10.10], "e_homo_ev": [-14.2, -13.8]}



Run C
{"formula": "C4H11NO2", "method": "ωB97M-V/def2-TZVPD", "symbols": ["N", "C", "C", "C", "C", "O", "H", "H", "H", "H", "H", "H", "H", "H", "H", "H", "H", "O"], "xyz": [[0.96105, -1.08419, -0.30938], [-0.20882, -0.70037, 0.23454], [-1.44856, -0.71076, -0.65614], [-2.80620, -1.07731, -0.05925], [-1.49847, 0.71883, -1.26536], [-0.28886, -0.50806, 1.44136], [1.02641, -1.15258, -1.30215], [1.84624, -0.85912, 0.14760], [-1.19660, -1.44249, -1.42860], [-2.78927, -2.02091, 0.48830], [-3.06999, -0.32246, 0.68229], [-3.60691, -1.09706, -0.78740], [-1.22782, 0.65529, -2.32201], [-0.93564, 1.46305, -0.71168], [-2.51882, 1.09436, -1.35079], [3.63540, 1.97595, 0.41144], [4.14214, 3.43536, 0.67539], [4.39772, 2.49150, 0.73062]], "lowdin_charge": [0.266, -0.366, -0.278, -0.033, -0.014, 0.379, 0.139, 0.160, 0.155, 0.097, 0.098, 0.103, 0.099, 0.097, 0.098, 0.017, 0.054, -0.071], "spin_multiplicity": 2, "orbital_gap_ev": [9.9, 4.9], "total_charge": 1, "lumo_energy_ev": [-4.26, -9.24], "e_homo_ev": [-14.2, -14.2]}



Run D
{"formula": "C4H11NO2", "method": "ωB97M-V/def2-TZVPD", "symbols": ["C", "C", "C", "N", "C", "H", "H", "H", "H", "H", "H", "H", "H", "H", "O", "H", "H", "O"], "xyz": [[-1.46629, 1.29234, -1.98532], [-0.31477, 0.42025, -1.78207], [0.59185, 0.53867, -0.72268], [1.36895, -0.47853, -0.36400], [2.37506, -0.28530, 0.43997], [-1.58116, 1.61226, -3.02787], [-1.31637, 2.24519, -1.46461], [-2.39142, 0.84717, -1.64088], [-0.21084, -0.46457, -2.39635], [0.63607, 1.51685, -0.24566], [2.84431, 0.69416, 0.46272], [2.71308, -1.12477, 1.00854], [-1.07900, -0.96392, 0.52932], [-2.48728, -1.23416, 0.01699], [-2.00294, -0.79628, 0.72714], [-0.20246, -1.22977, 2.58619], [0.80275, -0.09741, 2.22457], [0.16131, -0.38378, 2.88456]], "lowdin_charge": [-0.034, 0.024, -0.097, 0.078, 0.148, 0.115, 0.105, 0.109, 0.142, 0.156, 0.126, 0.112, -0.010, 0.056, -0.031, 0.045, -0.014, -0.029], "spin_multiplicity": 2, "orbital_gap_ev": [8.7, 6.7], "total_charge": 1, "lumo_energy_ev": [-6.27, -8.25], "e_homo_ev": [-15.0, -15.0]}



Ordering by calculated energy gives the sequence run C, run A, run D, run B, with the first entry being the most stable.